Density functional theory data (ωB97M-V/def2-TZVPD) for a single C15H20N6 molecule in a non-equilibrium geometry.

Positions of all 41 atoms, in Å:
C 4.23 -3.02 -2.10
C 2.93 -3.15 -1.22
C 2.34 -1.88 -0.72
C 2.24 -1.49 0.51
C 1.02 -0.58 0.59
C 0.55 -0.07 1.98
N 1.13 -0.48 3.16
N 0.61 0.47 4.01
C -0.19 1.40 3.45
C -1.03 2.45 3.93
C -2.00 2.90 3.16
N -2.25 2.47 1.87
C -1.39 1.55 1.34
N -1.76 1.02 0.16
C -2.63 1.73 -0.83
C -2.07 1.34 -2.19
C -4.00 1.30 -0.52
C -0.39 1.02 2.15
N 0.60 -0.35 -0.62
N 1.39 -1.11 -1.41
C 1.14 -1.15 -2.89
H 4.99 -2.41 -1.57
H 4.02 -2.72 -3.12
H 4.66 -4.05 -2.15
H 2.12 -3.56 -1.85
H 2.97 -3.96 -0.41
H 2.78 -1.94 1.38
H 0.79 0.47 5.02
H -0.85 2.83 5.04
H -2.68 3.70 3.54
H -1.00 0.55 -0.33
H -2.48 2.88 -0.90
H -2.02 0.26 -2.15
H -1.07 1.79 -2.25
H -2.63 1.53 -3.20
H -4.20 0.23 -0.57
H -4.72 1.85 -1.16
H -4.23 1.58 0.48
H 0.28 -1.67 -2.97
H 1.95 -1.58 -3.56
H 0.85 -0.15 -3.07

Highest occupied orbital energy ... -7.7 eV
Molecular weight ... 284.4 g/mol
Energy relative to the best compared isomer or geometry (same formula, charge and spin) ... 2.412 eV
E_tot ... -24817.4248 eV
SMILES ... CCc1cc(-c2n[nH]c3ccnc(NC(C)C)c23)nn1C


Density functional theory data (ωB97M-V/def2-TZVPD) for C36H48BrCuN8P as an isolated structure.

Positions of all 95 atoms, in Å:
Cu -0.05 -0.45 0.01
C 1.53 -3.64 -0.48
C 0.31 -3.68 -1.40
C 0.70 -3.47 -2.86
P -0.92 -2.45 -0.80
C -2.47 -2.59 -1.78
C -3.46 -1.55 -1.24
C -3.08 -3.99 -1.82
C -1.40 -3.07 0.84
C -1.78 -4.39 1.09
C -2.27 -4.80 2.32
C -2.69 -6.23 2.56
C -2.39 -3.82 3.31
C -2.01 -2.51 3.09
C -1.47 -2.11 1.86
N -1.03 -0.81 1.61
C -0.94 0.09 2.70
C -0.01 -0.11 3.74
C 0.95 -1.26 3.71
C 0.00 0.78 4.81
C -0.86 1.86 4.88
C -0.83 2.81 6.05
C -1.76 2.05 3.84
C -1.82 1.18 2.75
C -2.87 1.37 1.69
H 2.26 -4.38 -0.80
H 1.27 -3.83 0.56
H 2.02 -2.66 -0.54
H -0.18 -4.65 -1.30
H 1.15 -2.49 -3.02
H -0.16 -3.54 -3.53
H 1.43 -4.24 -3.15
H -2.17 -2.29 -2.78
H -3.74 -1.78 -0.21
H -4.36 -1.55 -1.86
H -3.03 -0.55 -1.28
H -3.53 -4.27 -0.86
H -2.37 -4.76 -2.11
H -3.88 -3.98 -2.57
H -1.68 -5.13 0.31
H -2.24 -6.90 1.84
H -3.78 -6.34 2.49
H -2.40 -6.56 3.56
H -2.79 -4.10 4.28
H -2.11 -1.79 3.89
H 1.34 -1.42 2.70
H 0.47 -2.19 4.02
H 1.80 -1.08 4.37
H 0.71 0.61 5.62
H -0.67 2.27 6.99
H -1.76 3.37 6.14
H -0.02 3.54 5.96
H -2.46 2.88 3.88
H -3.28 2.38 1.72
H -3.69 0.66 1.84
H -2.49 1.17 0.69
C 1.21 4.04 2.59
N 2.07 2.91 2.92
C 2.94 3.00 4.08
C 2.03 1.80 2.20
N 1.97 0.82 1.58
H 0.59 4.29 3.45
H 0.55 3.76 1.77
H 1.80 4.91 2.31
H 2.34 3.18 4.98
H 3.65 3.82 3.96
H 3.48 2.07 4.21
Br -0.88 -0.20 -3.68
C -0.62 2.48 -1.61
C 0.74 1.87 -1.64
N 1.07 0.70 -1.14
C 2.41 0.50 -1.42
C 2.90 1.58 -2.07
N 1.83 2.45 -2.19
C 1.90 3.80 -2.74
N 2.56 3.84 -4.02
N 3.65 4.65 -4.16
N 4.06 4.59 -5.36
C 3.25 3.71 -6.06
C 3.29 3.30 -7.40
C 2.34 2.40 -7.81
C 1.36 1.90 -6.92
C 1.30 2.30 -5.60
C 2.27 3.23 -5.20
H -1.31 1.77 -1.16
H -0.98 2.66 -2.62
H -0.64 3.41 -1.03
H 2.93 -0.39 -1.11
H 3.87 1.82 -2.45
H 2.50 4.44 -2.10
H 0.89 4.19 -2.80
H 4.05 3.68 -8.07
H 2.34 2.05 -8.83
H 0.64 1.17 -7.26
H 0.57 1.87 -4.93

2S+1 ... 2
⟨S²⟩ ... 0.757
Highest occupied orbital energy (spin up / spin down) ... -7.3 / -7.2 eV
Molecular weight ... 767.3 g/mol
E_tot ... -174003.9140 eV


- What is the molecular weight in the first record?
  284.4 g/mol